Record 1
{
  "formula": "C2H7N3",
  "method": "ωB97M-V/def2-TZVPD",
  "lumo_ev": -11.32,
  "relative_energy_ev": 2.379,
  "total_charge": 2,
  "fmax_ev_per_a": 10.59,
  "smiles": "N/C=[NH+]/C=[NH2+]",
  "species": ["C", "C", "N", "N", "N", "H", "H", "H", "H", "H", "H", "H"],
  "coordinates": [[1.095, -0.613, -0.191], [-0.757, 0.277, 0.894], [1.781, -1.073, -1.163], [-2.085, 1.274, 0.740], [-0.115, 0.046, -0.233], [1.702, -0.631, 0.806], [-0.418, -0.017, 1.814], [2.765, -1.392, -0.926], [1.419, -1.122, -2.076], [-2.339, 1.730, 1.601], [-2.654, 1.109, -0.065], [-0.393, 0.414, -1.202]],
  "mulliken_charge": [0.179, 0.206, -0.144, -0.356, -0.151, 0.304, 0.391, 0.346, 0.270, 0.297, 0.290, 0.368]
}

Record 2
{
  "formula": "C18H22N2O2",
  "method": "ωB97M-V/def2-TZVPD",
  "lumo_ev": 0.71,
  "relative_energy_ev": 4.312,
  "fmax_ev_per_a": 5.10,
  "smiles": "CC(=O)N(C)CCO[C@](C)(c1ccccc1)c1ccccn1",
  "species": ["O", "N", "O", "C", "C", "C", "C", "C", "C", "C", "C", "C", "C", "C", "C", "N", "C", "C", "C", "C", "C", "C", "H", "H", "H", "H", "H", "H", "H", "H", "H", "H", "H", "H", "H", "H", "H", "H", "H", "H", "H", "H", "H", "H"],
  "coordinates": [[-1.054, 2.889, -2.643], [2.020, -0.629, 1.033], [-1.462, 0.060, 1.052], [-2.078, 2.354, -3.077], [3.218, 0.012, 0.741], [0.929, 0.016, 1.230], [3.218, 1.377, 0.688], [0.918, 1.426, 1.369], [2.032, 2.103, 1.079], [-0.335, -1.070, 5.980], [-1.212, -0.103, 5.373], [0.471, -1.744, 5.128], [-1.258, 0.034, 3.953], [0.485, -1.621, 3.749], [-0.421, -0.793, 3.157], [-2.858, 1.493, -2.249], [-2.198, 2.308, -4.578], [-3.958, 0.753, -2.926], [-0.477, -2.053, 0.895], [-1.391, 0.346, -0.437], [-0.356, -0.700, 1.571], [-2.430, 1.441, -0.836], [4.144, -0.545, 0.665], [4.039, 1.975, 0.454], [0.035, 1.960, 1.697], [2.001, 3.164, 1.150], [-0.088, -1.153, 7.074], [-1.745, 0.616, 5.939], [1.164, -2.441, 5.582], [-1.908, 0.789, 3.520], [1.236, -2.176, 3.196], [-3.092, 2.957, -4.781], [-2.305, 1.307, -4.986], [-1.365, 2.712, -5.165], [-4.696, 0.516, -2.215], [-4.446, 1.438, -3.616], [-3.593, -0.173, -3.355], [0.115, -2.080, -0.070], [-0.025, -2.832, 1.559], [-1.431, -2.363, 0.796], [-1.542, -0.550, -0.893], [-0.362, 0.660, -0.811], [-3.294, 1.264, -0.211], [-2.115, 2.377, -0.541]],
  "mulliken_charge": [-0.625, -0.435, -0.441, 0.849, -0.613, 0.068, -0.474, -0.170, -0.589, -0.574, -0.531, -0.600, -0.388, -0.522, -0.118, 0.230, -1.231, -1.148, -1.910, -0.026, 2.270, -1.486, 0.369, 0.441, 0.432, 0.433, 0.289, 0.407, 0.345, 0.435, 0.379, 0.317, 0.317, 0.300, 0.403, 0.415, 0.296, 0.345, 0.403, 0.511, 0.490, 0.313, 0.514, 0.312]
}

Record 3
{
  "formula": "C35H37NO3P2Tc",
  "method": "ωB97M-V/def2-TZVPD",
  "spin_multiplicity": 4,
  "lumo_ev": [-6.24, -10.36],
  "total_charge": 2,
  "s2": 3.93,
  "fmax_ev_per_a": 6.51,
  "species": ["Tc", "C", "C", "C", "C", "C", "C", "C", "C", "C", "H", "H", "H", "H", "H", "H", "H", "H", "H", "H", "H", "H", "H", "H", "H", "P", "P", "C", "C", "C", "C", "C", "C", "C", "C", "C", "C", "C", "C", "C", "C", "C", "C", "C", "C", "C", "C", "C", "C", "C", "C", "C", "C", "H", "H", "H", "H", "H", "H", "H", "H", "H", "H", "H", "H", "H", "H", "H", "H", "H", "H", "H", "H", "H", "H", "O", "N", "O", "O"],
  "coordinates": [[2.250, 1.431, -1.106], [-2.925, -4.037, 0.805], [-3.377, -3.137, -0.075], [-4.473, -2.121, 0.064], [-4.919, -1.761, 1.500], [-3.807, -1.212, 2.345], [-2.888, -1.875, 3.056], [-2.695, -3.349, 3.245], [-3.374, -4.285, 2.216], [3.772, 2.966, -0.312], [-2.094, -4.680, 0.472], [-2.902, -3.135, -1.064], [-5.356, -2.448, -0.511], [-4.130, -1.197, -0.433], [-5.705, -0.986, 1.410], [-5.404, -2.625, 1.968], [-3.741, -0.112, 2.354], [-2.162, -1.267, 3.612], [-3.022, -3.640, 4.258], [-1.609, -3.547, 3.224], [-3.102, -5.322, 2.492], [-4.463, -4.223, 2.318], [4.713, 2.492, -0.087], [3.322, 3.425, 0.534], [3.868, 3.805, -1.022], [0.843, -0.026, -1.876], [0.946, 1.696, 0.626], [-0.578, -0.059, -0.768], [-0.547, 0.723, 0.335], [0.081, 0.196, -3.521], [-1.234, -0.199, -3.787], [-1.794, 0.036, -5.049], [-1.037, 0.657, -6.045], [0.280, 1.045, -5.782], [0.841, 0.816, -4.525], [1.392, -1.778, -1.883], [2.194, -2.240, -0.828], [2.711, -3.537, -0.864], [2.432, -4.375, -1.946], [1.635, -3.912, -2.996], [1.112, -2.620, -2.963], [0.281, 3.347, 1.106], [-0.086, 4.261, 0.103], [-0.492, 5.550, 0.449], [-0.534, 5.937, 1.791], [-0.165, 5.031, 2.788], [0.239, 3.740, 2.447], [1.505, 1.004, 2.243], [2.863, 1.125, 2.561], [3.360, 0.557, 3.734], [2.501, -0.126, 4.599], [1.143, -0.240, 4.289], [0.643, 0.327, 3.114], [-1.433, -0.715, -0.985], [-1.382, 0.739, 1.051], [-1.825, -0.695, -3.020], [-2.820, -0.271, -5.251], [-1.473, 0.837, -7.027], [0.873, 1.525, -6.560], [1.869, 1.109, -4.304], [2.427, -1.580, 0.010], [3.334, -3.891, -0.044], [2.837, -5.387, -1.973], [1.420, -4.559, -3.845], [0.494, -2.263, -3.785], [-0.037, 3.965, -0.946], [-0.775, 6.255, -0.331], [-0.851, 6.944, 2.061], [-0.187, 5.327, 3.835], [0.533, 3.038, 3.225], [3.519, 1.666, 1.881], [4.418, 0.654, 3.977], [2.889, -0.567, 5.517], [0.470, -0.769, 4.965], [-0.417, 0.244, 2.882], [4.758, 4.004, -3.359], [5.091, 3.203, -2.489], [6.161, 2.735, -2.102], [3.794, 2.354, -2.000]],
  "mulliken_charge": [0.100, -0.344, -0.345, -0.452, -0.960, 0.003, -0.079, -0.651, -0.931, -0.925, 0.390, 0.424, 0.421, 0.322, 0.407, 0.349, 0.439, 0.443, 0.412, 0.378, 0.424, 0.349, 0.265, 0.595, 0.343, 1.283, 1.521, -1.017, -0.662, 0.508, 0.067, -0.615, -0.585, -0.684, -0.600, 0.637, -0.369, -0.786, -0.569, -0.754, -0.288, 0.573, -0.542, -0.649, -0.536, -0.631, -0.395, 0.432, -0.600, -0.687, -0.682, -0.387, 0.185, 0.093, 0.765, 0.207, 0.411, 0.398, 0.408, 0.338, 0.290, 0.437, 0.415, 0.435, 0.356, 0.395, 0.423, 0.398, 0.420, 0.337, 0.233, 0.428, 0.397, 0.422, 0.065, -0.345, 0.860, -0.368, -0.758]
}

Record 4
{
  "formula": "C2H4N2S3",
  "method": "ωB97M-V/def2-TZVPD",
  "lumo_ev": -0.46,
  "relative_energy_ev": 1.490,
  "fmax_ev_per_a": 2.26,
  "smiles": "S=CSN/C=N\\S",
  "species": ["C", "C", "H", "H", "H", "H", "N", "N", "S", "S", "S"],
  "coordinates": [[1.450, -0.691, 0.054], [-2.106, 0.213, 0.214], [1.977, 2.587, -0.340], [2.189, -1.515, 0.270], [0.032, -2.151, 0.257], [-1.736, 0.166, 1.234], [1.872, 0.509, -0.091], [0.136, -1.202, -0.002], [0.890, 1.822, -0.465], [-1.165, -0.650, -0.985], [-3.537, 0.913, -0.146]],
  "mulliken_charge": [0.188, -0.211, 0.149, 0.276, 0.270, 0.324, -0.397, -0.331, -0.114, 0.050, -0.203]
}

Record 5
{
  "formula": "C22H15Cl2GdN4O7",
  "method": "ωB97M-V/def2-TZVPD",
  "spin_multiplicity": 8,
  "lumo_ev": [-1.49, -0.40],
  "relative_energy_ev": 0.178,
  "s2": 15.86,
  "fmax_ev_per_a": 2.72,
  "species": ["Gd", "Cl", "C", "C", "C", "N", "C", "O", "C", "C", "C", "C", "C", "N", "C", "C", "C", "Cl", "N", "C", "O", "C", "C", "C", "C", "C", "N", "H", "H", "H", "H", "H", "H", "H", "H", "H", "H", "O", "C", "O", "C", "O", "C", "C", "O", "O", "H", "H", "H", "H", "H"],
  "coordinates": [[-0.392, -0.476, -0.201], [3.739, 5.300, 0.877], [3.293, 3.713, 0.381], [1.962, 3.332, 0.701], [1.414, 2.240, 0.035], [0.121, 1.812, 0.244], [-0.846, 2.701, 0.530], [-0.715, 3.915, 0.825], [-2.265, 2.239, 0.283], [-3.315, 3.187, 0.432], [-4.567, 2.869, -0.024], [-4.757, 1.613, -0.651], [-3.706, 0.760, -0.766], [-2.456, 1.041, -0.323], [2.264, 1.378, -0.756], [3.634, 1.713, -0.871], [4.149, 2.907, -0.347], [5.744, 3.291, -0.744], [1.670, 0.264, -1.296], [2.387, -0.565, -2.088], [3.353, -0.270, -2.765], [1.861, -1.955, -2.197], [2.468, -2.891, -3.024], [1.995, -4.186, -3.031], [0.933, -4.537, -2.209], [0.315, -3.523, -1.475], [0.760, -2.242, -1.517], [1.263, 4.003, 1.186], [-3.058, 4.100, 0.991], [-5.396, 3.591, 0.014], [-5.764, 1.298, -0.922], [-3.822, -0.175, -1.309], [4.234, 1.003, -1.425], [3.310, -2.531, -3.624], [2.441, -4.932, -3.656], [0.563, -5.557, -2.131], [-0.629, -3.705, -1.002], [1.865, -1.784, 3.518], [1.016, -1.301, 2.548], [1.314, -1.238, 1.353], [-0.331, -0.942, 3.116], [-1.275, -0.429, 2.128], [-2.508, -1.195, 2.045], [-2.681, -2.239, 0.860], [-3.538, -3.090, 0.954], [-1.852, -2.082, -0.119], [2.673, -2.096, 3.010], [-0.188, -0.171, 3.901], [-0.692, -1.885, 3.600], [-3.329, -0.504, 1.979], [-2.658, -1.768, 2.966]],
  "mulliken_charge": [0.937, -0.237, 0.383, -0.869, 0.165, -0.032, 0.262, -0.796, 0.574, -0.642, -0.244, -0.809, -0.299, 0.098, 0.165, -0.691, -0.128, -0.219, -0.129, 0.258, -0.740, 0.541, -0.820, -0.257, -0.853, -0.254, -0.005, 0.602, 0.433, 0.387, 0.392, 0.458, 0.577, 0.481, 0.452, 0.422, 0.575, -0.504, 0.654, -0.376, -0.478, -0.277, -0.705, 0.668, -0.683, -0.540, 0.416, 0.372, 0.432, 0.407, 0.473]
}

Record 6
{
  "formula": "C8H7NO5",
  "method": "ωB97M-V/def2-TZVPD",
  "lumo_ev": -0.44,
  "relative_energy_ev": 5.126,
  "fmax_ev_per_a": 1.60,
  "smiles": "O=C(O)[C@]1(C#CO)C[C@H]1/C=C/[N+](=O)[O-]",
  "species": ["C", "C", "C", "C", "C", "C", "C", "C", "N", "O", "O", "O", "O", "O", "H", "H", "H", "H", "H", "H", "H"],
  "coordinates": [[-1.212, -0.028, -0.124], [-1.046, 1.394, -0.120], [-2.320, -0.489, 0.769], [-0.933, 2.587, -0.068], [0.023, -0.957, -0.213], [1.351, -0.373, -0.275], [-0.916, -0.811, -1.374], [2.410, -0.827, 0.400], [3.684, -0.204, 0.272], [3.837, 0.632, -0.596], [4.546, -0.561, 1.052], [-2.980, 0.233, 1.467], [-2.520, -1.815, 0.708], [-0.763, 3.873, -0.043], [-0.055, -1.865, 0.372], [1.485, 0.492, -0.915], [-1.553, -1.648, -1.613], [-0.573, -0.241, -2.224], [2.399, -1.652, 1.095], [-3.273, -2.060, 1.267], [-1.592, 4.321, 0.163]],
  "mulliken_charge": [1.298, -1.496, 0.089, 1.197, -0.053, -0.123, -0.960, -0.815, 0.994, -0.576, -0.599, -0.580, -0.441, -0.539, 0.464, 0.408, 0.250, 0.340, 0.412, 0.364, 0.365]
}

Number 6 is which compound? C8H7NO5